Molecular formula: C4H4N2S2
Method: DFT, ωB97M-V with the def2-TZVPD basis set

Values from the calculation:
Largest force on an atom: 1.4 eV/Å
SMILES string: N#C[C@@H]1CSNC1=S
HOMO-LUMO gap: 9.0 eV
M: 144.224 g/mol
Energy above the lowest of the compared OMol25 structures with the same formula, charge and spin: 0.960 eV
HOMO: -8.786 eV

Atoms and positions in Å:
C -1.077 -0.489 -0.258
C 1.136 -0.076 0.749
C -0.203 0.575 0.417
C -0.087 1.747 -0.448
H -0.662 -2.182 -1.367
H 2.007 0.637 0.839
H 1.074 -0.697 1.640
H -0.716 0.892 1.350
N -0.277 -1.385 -0.828
N 0.070 2.660 -1.127
S -2.717 -0.530 -0.276
S 1.452 -1.154 -0.690

Here are the Löwdin charges for atoms 1 to 2, given in e: -0.9251 -0.4008

=====

Molecular formula: C4H4N2S3
Method: DFT, ωB97M-V with the def2-TZVPD basis set

Values from the calculation:
Largest force on an atom: 8.8 eV/Å
SMILES string: N#CC1=C(S)SN(S)C1
HOMO-LUMO gap (spin up / spin down): 7.6 / 7.6 eV
M: 176.291 g/mol
Energy above the lowest of the compared OMol25 structures with the same formula, charge and spin: 2.999 eV
HOMO (spin up / spin down): -8.199 / -8.197 eV

Atoms and positions in Å:
C 1.576 1.681 0.078
C 0.640 0.756 -0.246
C 1.002 -0.782 -0.103
C -0.783 0.870 -0.567
N 2.455 2.367 0.417
N -1.452 -0.356 -0.182
S -0.365 -1.676 -0.497
S 2.493 -1.560 0.391
S -2.336 -0.203 1.307
H -0.974 1.733 -0.002
H -0.847 1.052 -1.681
H 1.824 -2.732 0.078
H -3.232 -1.150 1.007

Here are the Löwdin charges for atoms 1 to 2, given in e: -0.2669 -0.2805

=====

Molecular formula: C4H4N4
Method: DFT, ωB97M-V with the def2-TZVPD basis set

Values from the calculation:
Largest force on an atom: 7.7 eV/Å
HOMO-LUMO gap: 8.4 eV
M: 108.104 g/mol
Energy above the lowest of the compared OMol25 structures with the same formula, charge and spin: 6.225 eV
HOMO: -8.584 eV

Atoms and positions in Å:
C 1.090 -0.300 0.103
C -0.419 1.321 -0.076
C -1.153 0.254 0.109
C -2.591 -0.098 -0.098
H 3.149 -1.054 -0.757
H 1.846 1.429 0.407
H -0.722 2.321 0.042
H -0.299 -1.960 -0.386
N 2.040 -1.322 -0.057
N 0.943 1.020 0.116
N -0.289 -0.823 0.581
N -3.594 -0.789 0.016

Here are the Löwdin charges for atoms 1 to 2, given in e: -0.4982 -0.0660

=====

Molecular formula: C4H4N4
Method: DFT, ωB97M-V with the def2-TZVPD basis set

Values from the calculation:
Largest force on an atom: 8.0 eV/Å
SMILES string: [H]/N=c1\ccncnn1
HOMO-LUMO gap: 8.5 eV
M: 108.104 g/mol
Energy above the lowest of the compared OMol25 structures with the same formula, charge and spin: 5.091 eV
HOMO: -9.627 eV

Atoms and positions in Å:
C 0.181 0.686 -1.009
C 0.218 -0.703 -0.790
C -0.434 -1.256 0.313
C -0.023 0.536 1.760
H -0.918 0.610 -2.531
H 0.723 -1.298 -1.534
H -0.546 -2.330 0.584
H -0.333 0.742 3.018
N -0.318 1.235 -2.079
N -0.561 -0.604 1.493
N 0.976 1.140 1.019
N 1.035 1.242 -0.246

Here are the Löwdin charges for atoms 1 to 2, given in e: -0.5653 0.0079

=====

Molecular formula: C4H4N4
Method: DFT, ωB97M-V with the def2-TZVPD basis set

Values from the calculation:
Largest force on an atom: 4.4 eV/Å
SMILES string: C=N/N=C1\C=NC=N1
HOMO-LUMO gap: 8.6 eV
M: 108.104 g/mol
Energy above the lowest of the compared OMol25 structures with the same formula, charge and spin: 3.973 eV
HOMO: -9.986 eV

Atoms and positions in Å:
C -2.142 0.684 1.893
C 0.209 0.012 -0.359
C 1.134 -1.260 -0.395
C 1.759 0.138 -1.817
H -2.405 0.500 3.017
H -2.647 1.645 1.506
H 0.996 -2.269 -0.039
H 2.202 0.431 -2.861
N -1.278 -0.103 1.398
N -0.749 0.531 0.289
N 1.947 -1.242 -1.418
N 0.974 0.933 -1.214

Here are the Löwdin charges for atoms 1 to 2, given in e: -0.0506 -0.2599

=====

Molecular formula: C4H4N4O4
Method: DFT, ωB97M-V with the def2-TZVPD basis set

Values from the calculation:
Largest force on an atom: 3.8 eV/Å
SMILES string: NC(=O)NN(C=O)n1c(=O)c1=O
HOMO-LUMO gap: 9.8 eV
M: 172.100 g/mol
Energy above the lowest of the compared OMol25 structures with the same formula, charge and spin: 4.671 eV
HOMO: -9.571 eV

Atoms and positions in Å:
C -1.763 -1.693 0.236
C -2.626 -0.542 0.070
C -0.938 2.005 0.147
C 1.542 -0.242 -0.664
N -1.275 -0.323 0.229
N 2.769 -0.758 -0.414
N 0.990 0.557 0.478
N -0.372 0.675 0.329
O -1.197 -2.724 0.488
O -3.715 -0.079 -0.024
O -2.062 2.207 -0.124
O 0.970 -0.312 -1.726
H -0.194 2.832 0.189
H 3.195 -0.777 0.443
H 3.341 -1.120 -1.102
H 1.335 0.293 1.445

Here are the Löwdin charges for atoms 1 to 2, given in e: -0.2047 -0.3392

=====

Molecular formula: C4H4N4S
Method: DFT, ωB97M-V with the def2-TZVPD basis set

Values from the calculation:
Largest force on an atom: 4.2 eV/Å
Spin multiplicity: 3
HOMO-LUMO gap (spin up / spin down): 6.9 / 6.3 eV
M: 140.171 g/mol
Energy above the lowest of the compared OMol25 structures with the same formula, charge and spin: 0.000 eV
HOMO (spin up / spin down): -6.414 / -9.578 eV
⟨S²⟩: 2.052

Atoms and positions in Å:
C 3.759 -1.082 1.637
C 1.282 -1.210 1.654
C 1.928 0.453 -0.381
C -0.472 0.571 -0.869
N 4.879 -1.312 1.749
N 0.297 -0.784 0.948
N 2.549 -0.996 1.297
N 0.736 0.064 -0.126
S 3.033 1.137 -1.122
H 1.019 -1.845 2.432
H -0.914 1.342 -0.151
H -0.346 1.191 -1.771
H -1.102 -0.218 -1.277

Here are the Löwdin charges for atoms 1 to 2, given in e: -0.3589 -0.1810

=====

Molecular formula: C4H4NO
Method: DFT, ωB97M-V with the def2-TZVPD basis set

Values from the calculation:
Largest force on an atom: 0.9 eV/Å
Total charge: +1
HOMO-LUMO gap (spin up / spin down): 8.8 / 8.8 eV
M: 82.082 g/mol
Energy above the lowest of the compared OMol25 structures with the same formula, charge and spin: 2.333 eV
HOMO (spin up / spin down): -15.837 / -15.837 eV

Atoms and positions in Å:
C 0.258 0.218 0.034
C -2.425 -0.575 0.002
C -0.227 -1.046 0.048
C 1.601 1.002 -0.046
N 0.260 1.468 0.057
O -3.281 0.132 -0.049
H -0.236 -1.632 -0.866
H -0.288 -1.601 0.980
H 2.224 0.953 0.841
H 2.113 1.081 -1.002

Here are the Löwdin charges for atoms 1 to 2, given in e: -0.3037 0.1143